A molecular structure, C36H34BrMoN5O4P3S2. Source: the Open Molecules 2025 dataset; level of theory: wB97M-V/def2-TZVPD.

Geometry as XYZ:
```
86
Properties=species:S:1:pos:R:3:lowdin_charge:R:1
Mo 0.076 -0.278 0.474 1.458
Br -4.211 -3.671 -0.153 0.798
S 0.324 -0.446 2.959 0.407
S -0.222 2.275 0.404 0.415
P -3.097 0.539 1.836 0.450
P 1.796 2.160 0.668 0.580
P 2.248 -0.432 2.252 0.558
O 0.123 -0.228 -3.438 0.217
O -2.090 -0.163 0.961 -0.510
O -0.389 -0.170 -1.255 -0.341
O -2.803 0.796 3.283 -0.340
N 0.083 -2.158 0.501 -0.078
N -0.952 -6.579 -0.797 0.219
N -0.011 -4.552 0.264 0.222
N -3.088 3.215 2.154 0.154
N -4.516 -1.400 3.030 0.173
C 4.154 -4.509 1.577 -0.034
C 3.409 0.382 3.333 -0.373
C -0.519 -5.633 -0.302 -0.258
C 3.815 2.076 -1.180 -0.071
C 4.458 3.970 -2.508 -0.026
C 3.084 0.741 4.634 -0.088
C -1.467 -1.834 -2.647 -0.139
C -2.278 -3.754 -3.832 -0.013
C -3.105 -3.253 -1.645 -0.644
C 2.166 3.026 2.202 -0.360
C 5.688 1.054 3.661 -0.040
C -0.524 -0.702 -2.574 -0.400
C 4.653 2.650 -2.124 -0.040
C 1.515 3.834 4.373 -0.058
C 3.769 -4.113 2.853 -0.039
C 2.790 2.842 -0.627 -0.378
C 4.708 0.530 2.837 -0.073
C 3.300 -2.457 0.659 -0.106
C 3.638 4.477 3.435 -0.034
C 2.588 4.170 -1.012 -0.074
C 2.708 4.544 4.461 -0.034
C -3.099 -4.082 -2.756 -0.075
C -1.458 -2.637 -3.784 0.027
C -0.010 -3.363 0.336 -0.192
C 3.918 -3.687 0.483 -0.050
C 3.159 -2.884 3.042 -0.068
C 1.238 3.079 3.247 -0.137
C -2.307 -2.131 -1.577 -0.108
C 1.920 0.360 0.665 -0.610
C 5.370 1.416 4.967 -0.031
C 3.375 3.715 2.306 -0.059
C 2.917 -2.062 1.940 -0.383
C -4.623 -0.496 1.831 -0.170
C 4.079 1.258 5.452 -0.042
C 3.426 4.727 -1.960 -0.037
C -3.551 2.200 1.146 -0.172
H -0.810 -2.382 -4.611 0.138
H 4.101 3.670 1.504 0.118
H -3.713 -4.972 -2.787 0.123
H -3.986 -2.243 2.797 0.152
H -4.721 -1.100 0.931 0.050
H -4.014 -0.896 3.779 0.147
H 3.847 1.531 6.473 0.123
H 2.872 -2.566 4.038 0.118
H 2.912 5.152 5.333 0.125
H -2.837 2.680 3.011 0.125
H -3.048 2.373 0.200 0.080
H 3.278 5.751 -2.275 0.123
H 4.652 -5.459 1.437 0.124
H -2.279 -4.384 -4.711 0.130
H 0.807 3.867 5.192 0.118
H -5.430 -1.699 3.378 0.184
H 5.450 2.068 -2.565 0.122
H -5.504 0.132 1.947 0.117
H 4.568 5.024 3.507 0.125
H 4.223 -4.000 -0.507 0.120
H 3.944 1.041 -0.887 0.096
H -2.249 3.702 1.823 0.128
H -3.799 3.912 2.379 0.179
H 2.074 0.612 5.004 0.096
H 1.783 4.752 -0.578 0.116
H 6.140 1.818 5.612 0.125
H -2.353 -1.488 -0.709 0.058
H 0.319 2.513 3.181 0.051
H 3.125 -1.812 -0.193 0.093
H 3.957 -4.758 3.701 0.123
H 5.112 4.414 -3.246 0.125
H 4.952 0.216 1.827 0.118
H 6.701 1.164 3.297 0.123
H -4.624 2.293 0.991 0.116
```

## Properties
HOMO-LUMO gap: 0.214 Eh
Charge: +3
Calculated total energy: -6428.8296 Ha
LUMO: -10.1816 eV